Below is a 13-piece molecular cluster, C57H152N14O17 overall, with properties calculated with ωB97M-V/def2-TZVPD.

Geometry as ORCA input:
```
! RIJCOSX wB97M-V def2-TZVPD def2/J DEFGRID3
* xyz 0 1
C 0.8322 -0.9089 -7.3495
C 0.4598 -0.8365 -5.8513
C -1.1563 -0.8571 -5.7993
O -1.7230 -0.4651 -4.5855
C -3.0137 -1.0230 -4.3719
N 0.8978 -2.2215 -5.3882
H 1.8982 -1.0978 -7.4765
H 0.7314 0.0683 -7.8218
H 0.2250 -1.5097 -8.0266
H 1.0276 -0.1201 -5.2576
H -1.6458 -1.7876 -6.0872
H -1.5653 -0.1756 -6.5452
H -3.5253 -0.6205 -5.2462
H -3.3911 -0.6143 -3.4345
H -3.1915 -2.0984 -4.3718
H 0.2645 -2.5683 -4.6820
H 0.6592 -2.7888 -6.1890
C -2.4182 4.1003 5.9148
C -2.8434 3.0024 6.7106
C -2.2850 1.6014 6.4358
O -2.9148 0.5964 7.1795
C -2.5362 -0.7639 7.0797
N -2.7382 3.3305 8.1983
H -1.3880 4.2047 6.2554
H -2.9646 5.0138 6.1493
H -2.4739 3.9869 4.8321
H -3.9001 2.7395 6.6620
H -1.2317 1.6257 6.7155
H -2.3253 1.4425 5.3582
H -2.4088 -1.2444 6.1097
H -3.1280 -1.5219 7.5929
H -1.5397 -0.7842 7.5209
H -2.9393 2.5178 8.7633
H -3.2933 4.1354 8.4514
C -6.3273 2.8260 2.0787
C -4.9968 3.2742 1.5920
C -3.8314 2.9611 2.4074
O -3.3529 1.6230 2.0976
C -3.5029 0.5223 2.9981
N -4.7569 2.8280 0.2276
H -6.4633 2.7573 3.1580
H -6.3473 1.7769 1.7836
H -7.0888 3.4393 1.5967
H -5.0863 4.3544 1.7078
H -3.9729 3.1629 3.4691
H -3.0324 3.6026 2.0356
H -3.8887 0.9072 3.9420
H -2.5562 -0.0074 3.1046
H -4.1228 -0.2537 2.5489
H -4.0150 3.3336 -0.2351
H -4.2299 2.0008 0.4687
C 3.6076 0.7049 -3.5162
C 4.0841 -0.7068 -3.4258
C 5.1538 -1.0033 -2.4081
O 5.8493 -2.2205 -2.6741
C 6.8437 -2.5101 -1.7219
N 2.9898 -1.6219 -3.2426
H 2.7164 0.7195 -4.1435
H 4.4216 1.3221 -3.8964
H 3.2815 0.9507 -2.5055
H 4.5375 -0.9011 -4.3978
H 4.7143 -0.9821 -1.4108
H 5.8666 -0.1791 -2.3812
H 7.6099 -3.1754 -2.1198
H 6.4035 -2.9259 -0.8155
H 7.4540 -1.6401 -1.4792
H 3.3086 -2.5796 -3.2777
H 2.2842 -1.6101 -3.9652
C 0.2526 2.8585 1.9697
C 0.0365 1.9228 0.7082
C 0.2938 0.3852 1.0451
O 0.0337 -0.4920 0.0610
C 0.9134 -0.3326 -1.0188
N -1.3105 2.1019 0.2807
H -0.2124 3.8375 1.8537
H 1.3206 3.0762 1.9705
H -0.1233 2.2675 2.8049
H 0.8238 2.2958 0.0531
H -0.4303 0.1198 1.8154
H 1.2888 0.1256 1.4066
H 1.0752 0.6490 -1.4643
H 0.6246 -0.9921 -1.8372
H 1.8967 -0.7930 -0.9233
H -1.9856 2.1008 1.0319
H -1.5353 1.2892 -0.2752
C -1.8228 -4.9783 3.7776
C -0.8482 -6.1066 4.2164
C -1.4540 -6.9577 5.4571
O -2.6345 -7.5929 4.8628
C -3.5641 -8.0731 5.7742
N -0.6750 -7.0181 3.1467
H -2.8423 -5.3535 3.8671
H -1.5804 -4.6348 2.7719
H -1.6192 -4.1910 4.5034
H 0.0339 -5.5454 4.5246
H -1.7429 -6.3390 6.3067
H -0.6616 -7.6441 5.7553
H -3.9006 -7.3027 6.4681
H -3.2148 -8.8856 6.4112
H -4.4672 -8.4503 5.2943
H -1.5098 -7.4757 3.4839
H -0.6740 -6.6052 2.2249
C 1.6213 5.5232 -0.1535
C 0.9040 5.3221 -1.4373
C -0.6023 5.1744 -1.3579
O -1.2783 6.2512 -0.6748
C -2.5369 5.8848 -0.2559
N 1.4050 6.3955 -2.3146
H 1.6974 4.6516 0.4965
H 1.1036 6.1839 0.5420
H 2.6348 5.8695 -0.3560
H 1.1159 4.3859 -1.9538
H -0.7989 4.1918 -0.9290
H -0.9561 5.0266 -2.3782
H -3.2159 6.6391 0.1417
H -2.4996 5.1991 0.5906
H -3.2047 5.4952 -1.0243
H 0.7213 7.1227 -2.4689
H 2.1954 6.6853 -1.7566
C -5.9174 -0.1411 -1.2888
C -6.5749 0.9630 -2.0180
C -7.7472 0.4562 -2.9262
O -7.3793 -0.2900 -4.1212
C -6.8407 0.5831 -5.1519
N -7.0289 1.9860 -1.0655
H -4.9793 -0.4925 -1.7187
H -6.5570 -1.0174 -1.1832
H -5.6423 0.2152 -0.2961
H -5.7335 1.4740 -2.4859
H -8.3536 1.2520 -3.3588
H -8.4376 -0.1620 -2.3525
H -7.4084 1.3989 -5.5995
H -6.5241 -0.0863 -5.9517
H -6.0148 1.0892 -4.6521
H -6.2520 2.2021 -0.4575
H -7.1256 2.8672 -1.5495
C 0.8034 -4.2089 -8.2345
O -0.4580 -4.4013 -7.6472
C -0.6434 -5.5544 -6.9098
C -2.0099 -5.4715 -6.1289
N -2.0958 -6.4020 -4.9937
C -3.1706 -6.1210 -4.0367
C -2.9796 -5.1124 -2.9233
O -1.9083 -5.3995 -2.0009
C -1.9831 -4.5259 -0.8611
H 0.9162 -5.1973 -8.6800
H 1.4872 -3.9126 -7.4391
H 0.7480 -3.4178 -8.9823
H 0.1811 -5.8771 -6.2740
H -0.7204 -6.3910 -7.6043
H -2.5587 -5.8395 -6.9957
H -2.3647 -4.4461 -6.0246
H -1.9009 -7.3262 -5.3516
H -3.4361 -7.0682 -3.5673
H -4.0487 -5.8115 -4.6035
H -3.8766 -5.3043 -2.3345
H -2.9926 -4.0517 -3.1741
H -1.1242 -4.7879 -0.2433
H -2.8352 -4.7846 -0.2326
H -2.0190 -3.4531 -1.0504
C -2.8547 6.6053 3.5266
O -1.3941 6.4804 3.4161
C -0.5831 7.6937 3.4788
C -0.4801 8.3032 4.8896
N 0.7941 7.9055 5.5354
C 0.9908 6.4688 5.8920
C 2.4281 6.1697 6.2427
O 3.2241 6.0091 5.1433
C 4.4546 5.4499 5.4443
H -3.2521 7.0623 4.4329
H -3.3477 5.6393 3.4179
H -3.1844 7.0828 2.6039
H -1.0951 8.3073 2.7375
H 0.4554 7.6062 3.1594
H -1.3197 7.9400 5.4823
H -0.5809 9.3868 4.8281
H 1.6256 8.0317 4.9762
H 0.8980 6.0928 4.8730
H 0.1478 6.0439 6.4368
H 2.5911 5.2852 6.8586
H 2.8805 6.9812 6.8128
H 5.1878 5.9732 4.8305
H 4.4397 4.3826 5.2235
H 4.7816 5.6801 6.4583
C 6.4931 9.3222 -1.3989
O 5.8193 8.2457 -0.6690
C 6.1312 6.9009 -0.9241
C 5.6592 5.8865 0.1937
N 6.6066 4.7990 0.7842
C 6.1452 4.0315 1.9904
C 4.9633 3.0453 1.9043
O 5.3130 1.8850 1.1739
C 4.1620 0.9652 1.0406
H 7.5504 9.5354 -1.2415
H 6.0811 10.3229 -1.2688
H 6.2776 9.2409 -2.4642
H 7.2126 6.7792 -0.9868
H 5.7359 6.5977 -1.8937
H 4.7548 5.3117 -0.0061
H 5.1941 6.3930 1.0394
H 6.9022 4.1763 0.0460
H 5.7281 4.7925 2.6500
H 6.9439 3.3289 2.2282
H 3.9912 3.4321 1.5984
H 4.6904 2.8191 2.9351
H 3.3103 1.1518 0.3864
H 3.7182 0.5175 1.9298
H 4.6787 0.0768 0.6777
C 1.0245 -5.9318 -2.7524
O 2.1276 -6.7760 -3.1151
C 2.5637 -7.6493 -2.0341
C 3.7368 -8.5509 -2.5162
N 3.1536 -9.6678 -3.2444
C 4.2339 -10.4276 -3.8520
C 3.6469 -11.3293 -4.9616
O 2.9614 -10.5968 -5.8268
C 2.3969 -11.4015 -6.9319
H 1.2866 -4.9758 -2.2991
H 0.3465 -6.5433 -2.1570
H 0.4334 -5.6680 -3.6294
H 1.6998 -8.2993 -1.8957
H 2.7949 -7.0240 -1.1718
H 4.4124 -8.8238 -1.7055
H 4.2173 -7.9772 -3.3086
H 2.9416 -9.3221 -4.1694
H 4.7640 -10.9271 -3.0410
H 4.9429 -9.7463 -4.3223
H 2.9283 -12.0757 -4.6230
H 4.4440 -11.9358 -5.3918
H 1.3323 -11.1845 -7.0193
H 2.6747 -12.4538 -6.8714
H 2.7874 -11.1559 -7.9195
C 2.5131 1.7668 6.2136
O 2.8127 2.4445 5.2514
N 1.5873 0.8114 6.1304
N 3.0357 1.9636 7.3676
H 1.1779 0.6249 5.2262
H 1.1099 0.6995 7.0134
H 3.5055 2.8577 7.3706
H 2.9427 1.3292 8.1480
*
```


Below is a 16-piece molecular cluster, C57H157N11O20 overall, with properties calculated with ωB97M-V/def2-TZVPD.

Geometry as ORCA input:
```
! RIJCOSX wB97M-V def2-TZVPD def2/J DEFGRID3
* xyz 0 1
C -1.6179 -2.0344 -3.7482
C -2.7740 -2.9953 -3.9299
C -3.3948 -3.4490 -2.6041
O -3.9006 -2.3281 -1.8577
C -4.6221 -2.6379 -0.6468
N -3.8165 -2.4376 -4.7513
H -1.8573 -1.3060 -2.9688
H -1.4135 -1.4632 -4.6797
H -0.7027 -2.6425 -3.5046
H -2.4277 -3.8905 -4.4739
H -2.7411 -4.0484 -1.9993
H -4.2612 -4.0847 -2.8365
H -5.5810 -3.1164 -0.8695
H -4.8577 -1.6998 -0.1432
H -3.9514 -3.1779 0.0315
H -4.1203 -1.6343 -4.2282
H -4.5993 -3.1143 -4.7667
C -5.5194 -1.5876 4.1022
C -6.8817 -1.0636 3.6450
C -8.0370 -1.4624 4.6058
O -9.2290 -0.9862 4.1035
C -10.1422 -1.2700 5.1416
N -6.7409 0.3590 3.3930
H -4.7017 -1.1699 3.4331
H -5.4871 -2.6756 4.1495
H -5.3238 -1.1825 5.1105
H -7.1307 -1.5249 2.6871
H -7.8310 -1.0365 5.6059
H -8.0681 -2.5514 4.7453
H -9.7688 -0.8827 6.1056
H -10.2426 -2.3504 5.2196
H -11.1020 -0.7880 4.9466
H -6.2419 0.7809 4.1915
H -7.6586 0.8093 3.3806
C -2.0396 4.2373 -0.2713
C -3.3586 4.5548 -0.7414
C -3.7537 3.5591 -1.8078
O -3.9750 2.2513 -1.2100
C -4.6269 1.3716 -2.0646
N -4.4055 4.6932 0.2653
H -1.5467 4.9417 0.3907
H -1.3813 4.2300 -1.1087
H -1.9723 3.2414 0.1720
H -3.3535 5.5584 -1.1672
H -2.9583 3.4938 -2.5553
H -4.6408 3.9218 -2.3922
H -4.0758 1.1520 -2.9992
H -5.5931 1.7931 -2.3017
H -4.8530 0.4496 -1.5692
H -4.6023 3.8001 0.7413
H -4.0934 5.2769 0.9943
C 4.9118 2.1701 -2.8792
C 4.9102 3.4444 -3.6720
C 6.1997 3.6803 -4.4148
O 6.0465 4.9475 -5.0354
C 7.1336 5.2660 -5.8916
N 3.8470 3.4234 -4.6940
H 5.1602 1.3329 -3.4985
H 3.9525 1.8681 -2.4306
H 5.5854 2.1617 -2.0454
H 4.6753 4.2435 -2.9886
H 6.3539 2.9374 -5.1991
H 7.0970 3.7058 -3.7477
H 6.8742 6.1765 -6.3356
H 7.2565 4.5268 -6.7391
H 8.0856 5.3205 -5.3096
H 3.9452 4.1550 -5.3626
H 3.9308 2.5638 -5.1829
C 1.2184 3.1297 -1.5122
C 0.5169 3.1015 -2.8437
C 0.5797 4.3890 -3.5836
O -0.1701 5.3376 -2.8370
C -0.2971 6.5969 -3.4816
N 1.0564 2.0180 -3.7098
H 2.2253 3.4844 -1.7841
H 1.2086 2.1439 -1.0396
H 0.8390 3.9332 -0.8872
H -0.5255 2.7565 -2.7250
H 0.1366 4.2929 -4.5919
H 1.5782 4.7220 -3.8422
H -0.9511 6.5782 -4.3627
H 0.6550 7.0519 -3.7119
H -0.7622 7.2458 -2.7376
H 0.4059 1.6490 -4.3694
H 1.9321 2.3169 -4.0771
C 2.1468 0.1986 3.4419
C 1.5796 -0.9761 4.2456
C 0.2743 -0.6190 5.0068
O -0.1174 -1.6597 5.8734
C -1.5404 -1.5865 6.0530
N 1.3310 -2.0431 3.2617
H 2.4952 1.0293 4.0470
H 1.3173 0.5158 2.8234
H 3.0030 -0.1468 2.8595
H 2.3454 -1.3233 4.9176
H -0.4899 -0.4290 4.2500
H 0.5082 0.2801 5.5798
H -2.0872 -1.4611 5.1010
H -1.7971 -0.7180 6.6969
H -1.8835 -2.5236 6.4630
H 0.6487 -1.7424 2.5774
H 0.9818 -2.8827 3.6899
C 5.6286 -1.2466 -1.9336
C 5.8091 -2.7658 -2.0397
C 6.4188 -3.1316 -3.4228
O 5.4808 -3.0093 -4.4508
C 4.7120 -4.2154 -4.6940
N 6.6380 -3.2778 -0.8999
H 5.0252 -0.8029 -2.7003
H 6.6303 -0.7450 -2.0043
H 5.2216 -1.0038 -0.9560
H 4.8445 -3.2324 -1.9612
H 6.8111 -4.1496 -3.4316
H 7.1934 -2.3792 -3.5605
H 4.1329 -4.5941 -3.8128
H 5.3846 -4.9400 -5.1843
H 3.9260 -3.9531 -5.4166
H 7.6237 -3.0322 -1.0397
H 6.6727 -4.2733 -1.0696
C -0.8027 0.4599 0.9892
O -0.9005 -0.9280 1.3081
C -1.4199 -1.6120 0.1599
C -1.0582 -3.0615 0.3444
N 0.2318 -3.4352 -0.2703
C 1.3157 -2.5014 -0.0278
C 2.3662 -2.7154 -1.0692
O 1.7936 -2.5266 -2.3807
C 1.6901 -1.1490 -2.7205
H -1.7650 0.9189 0.5765
H 0.0620 0.6911 0.3488
H -0.6698 0.9208 1.9341
H -0.9666 -1.1573 -0.7379
H -2.5049 -1.4698 0.1148
H -1.7974 -3.6687 -0.2056
H -1.0822 -3.2834 1.3824
H 0.1185 -3.5667 -1.2877
H 1.6894 -2.7267 1.0065
H 0.9291 -1.4480 0.0752
H 2.7420 -3.7282 -1.0952
H 3.1981 -2.0797 -0.9720
H 1.1912 -1.1187 -3.7033
H 2.6772 -0.7916 -2.9704
H 1.2037 -0.5170 -1.9479
C -2.8680 1.9805 2.9260
O -1.9832 2.0492 4.0554
C -1.8720 3.3425 4.5809
C -0.8724 3.3140 5.7409
N -0.9022 4.4963 6.5945
C -0.1430 4.4645 7.8282
C -0.4260 5.7451 8.5362
O -1.8509 5.8066 8.8711
C -2.2124 7.1299 9.1937
H -3.9482 2.1768 3.1062
H -2.7563 0.9789 2.5155
H -2.4904 2.7136 2.1558
H -2.8523 3.6150 5.0030
H -1.6663 3.9823 3.7085
H 0.1111 3.2312 5.2030
H -0.9948 2.3842 6.3341
H -1.8953 4.6347 6.8538
H 0.9432 4.3861 7.5901
H -0.4184 3.5780 8.4021
H -0.1383 6.5206 7.8425
H 0.0818 5.9666 9.4771
H -1.7880 7.4424 10.1630
H -3.3113 7.1526 9.2030
H -1.9139 7.8567 8.4819
C -4.7857 -6.6444 -1.5290
O -3.4746 -6.6564 -2.0112
C -2.4373 -6.7399 -1.0318
C -1.0640 -6.8573 -1.6688
N -0.6685 -5.5565 -2.2284
C 0.6969 -5.5934 -2.7452
C 0.9654 -6.5137 -3.9048
O 0.0307 -6.1584 -4.9344
C 0.1406 -7.0294 -6.0086
H -4.7782 -7.4917 -0.8312
H -5.4620 -6.6803 -2.3726
H -4.9874 -5.6865 -0.9987
H -2.6053 -7.6106 -0.3757
H -2.3631 -5.8766 -0.3498
H -0.9912 -7.6254 -2.4276
H -0.3295 -7.0466 -0.8750
H -1.3019 -5.3510 -3.0282
H 1.3880 -5.8328 -1.9248
H 0.8199 -4.5847 -3.1142
H 0.8469 -7.5782 -3.5845
H 1.9418 -6.3196 -4.3444
H -0.7124 -6.7963 -6.6027
H -0.0084 -8.0480 -5.6585
H 1.0864 -6.9885 -6.5687
C -2.5637 8.7092 -0.8894
O -1.6846 7.9953 -0.0680
C -0.6504 8.7587 0.5845
C 0.1427 7.8520 1.5671
N -0.6817 7.4244 2.6152
C 0.0378 6.7828 3.6277
C 0.8659 5.5506 3.1047
O 0.0695 4.6423 2.3425
C 0.7763 3.5046 1.8934
H -1.9067 9.1690 -1.6579
H -3.2022 9.5150 -0.4811
H -3.2376 8.0094 -1.3658
H -1.1188 9.6093 1.1129
H 0.0374 9.1808 -0.1060
H 0.9593 8.3720 2.0146
H 0.5964 7.0696 0.9391
H -1.3806 6.8122 2.2272
H -0.6389 6.4646 4.4324
H 0.7547 7.4186 4.1425
H 1.2194 5.0377 4.0293
H 1.6752 5.9419 2.4842
H 0.2992 3.1616 0.9431
H 0.8579 2.6711 2.5957
H 1.8380 3.8510 1.6196
C 4.0140 -7.0440 -2.3188
O 4.2215 -5.7534 -1.7666
H 2.9549 -7.3349 -2.2797
H 4.3637 -7.1368 -3.3421
H 4.5740 -7.7922 -1.7311
H 3.9485 -5.8254 -0.8394
C 4.7767 -2.1571 1.8197
O 5.7660 -3.1980 1.7297
H 5.3410 -1.1822 1.8340
H 4.1227 -2.2498 0.9235
H 4.1249 -2.3408 2.6734
H 6.2020 -3.1135 0.8414
C 0.0380 -6.1526 1.8310
O 0.9283 -5.7839 0.7340
H 0.2843 -7.2208 1.9555
H 0.3368 -5.6923 2.7649
H -1.0119 -5.9443 1.6451
H 0.6437 -4.9189 0.3373
C 3.7840 -0.9046 -6.4490
O 2.5843 -1.0902 -5.7250
H 4.6589 -0.6417 -5.8714
H 4.1014 -1.7819 -6.9712
H 3.5336 -0.1443 -7.1639
H 2.7380 -1.5974 -4.9200
C 3.7902 -5.4301 1.6820
O 3.3821 -6.2154 0.5987
H 3.9428 -5.9802 2.5845
H 4.7501 -4.9601 1.4542
H 3.0978 -4.6402 1.9134
H 2.4171 -6.1789 0.4978
*
```


We obtain Kohn-Sham gap values of 8.378 9.112 eV for the records listed above, in that order.